No. 1
91
Properties=species:S:1:pos:R:3:forces:R:3 method="wB97M-V/def2-TZVPD" e_lumo_ev="0.3 / 0.3" e_homo_ev="-7.13 / -7.14" multiplicity=4 orbital_gap_ha="0.2722 / 0.2726"
Er 1.039 1.126 -0.010 0.000 0.224 0.195
O 5.353 0.283 0.588 -0.076 -0.120 0.328
C 4.129 0.401 0.624 -0.051 0.021 -0.315
N 3.300 0.847 -0.345 0.259 -0.192 0.299
C 3.836 1.316 -1.578 -0.088 -0.277 0.597
C 5.192 1.325 -1.927 -0.196 0.143 -0.347
C 5.598 1.887 -3.128 0.152 -0.208 0.140
C 4.666 2.431 -3.993 0.421 0.270 -0.416
C 3.331 2.399 -3.671 -0.474 0.049 -0.007
C 2.899 1.836 -2.474 0.357 0.253 -0.337
N 1.546 1.918 -2.094 0.028 -0.064 0.037
C 0.637 1.702 -3.047 0.112 0.079 -0.141
O 0.776 1.190 -4.163 -0.064 0.151 0.018
C -0.732 2.142 -2.641 -0.090 0.039 -0.449
C -1.481 2.942 -3.507 0.503 -0.117 0.016
C -2.741 3.314 -3.112 -0.654 -0.329 0.283
C -3.279 2.754 -1.937 1.067 0.003 -0.478
C -2.451 1.938 -1.180 -0.435 0.395 -0.091
N -1.177 1.684 -1.479 0.186 0.050 0.044
C 3.448 -0.007 1.930 0.263 0.031 -0.248
C 4.252 -0.358 3.021 -0.380 0.186 -0.272
C 3.632 -0.690 4.209 -0.221 0.075 0.028
C 2.236 -0.656 4.260 0.250 -0.263 0.085
C 1.526 -0.302 3.132 0.187 -0.072 0.428
N 2.112 0.007 1.984 0.394 0.364 -0.625
H 5.889 0.909 -1.235 0.323 -0.057 0.089
H 6.652 1.907 -3.393 -0.114 -0.021 0.116
H 5.013 2.913 -4.905 -0.192 -0.117 0.063
H 2.576 2.824 -4.324 0.231 -0.018 -0.017
H -1.026 3.258 -4.449 -0.230 -0.102 0.356
H -3.335 3.965 -3.741 -0.044 0.024 0.090
H -4.283 2.959 -1.622 -0.299 0.040 0.101
H -2.833 1.465 -0.292 -0.039 -0.043 0.047
H 5.325 -0.325 2.896 -0.048 -0.039 -0.039
H 4.224 -0.943 5.087 -0.189 -0.011 -0.162
H 1.697 -0.936 5.153 0.011 0.094 0.129
H 0.455 -0.230 3.155 -0.260 -0.031 0.023
F 0.353 2.314 2.067 -0.078 -0.256 0.261
B 0.805 3.498 1.374 0.137 -0.132 -0.206
F 0.029 3.442 0.192 -0.135 0.125 -0.356
F 0.701 4.631 2.060 -0.165 0.502 0.482
F 2.112 3.163 0.973 0.212 -0.182 -0.087
C -3.051 -3.339 2.003 0.329 0.290 -0.265
Si -1.400 -2.447 2.251 0.075 -1.642 1.084
C 0.047 -3.641 1.870 -0.423 0.210 0.421
C -1.464 -2.155 4.130 0.138 -0.244 -0.233
As -1.303 -0.549 0.988 0.341 0.817 -0.620
Si -2.528 0.945 2.371 -0.865 0.519 0.937
C -4.244 0.192 2.671 0.509 0.401 -0.200
C -2.876 2.699 1.739 0.608 -0.221 0.393
C -1.691 1.150 4.073 -0.278 -0.487 -0.389
Si -2.225 -1.539 -0.995 -0.548 -0.197 -0.584
C -1.346 -3.217 -1.063 0.105 0.153 0.100
C -4.092 -1.666 -0.781 0.023 0.043 0.157
C -2.051 -0.825 -2.742 0.472 -0.457 0.555
H -3.103 -4.236 2.607 0.124 -0.280 0.206
H -3.285 -3.602 0.976 -0.031 -0.050 0.028
H -3.822 -2.666 2.360 -0.308 0.051 0.035
H 0.366 -4.152 2.784 -0.048 0.193 0.034
H 0.915 -3.154 1.440 0.137 0.117 -0.111
H -0.294 -4.422 1.198 0.021 -0.046 -0.193
H -1.504 -3.130 4.625 0.014 -0.126 -0.204
H -2.380 -1.645 4.406 -0.138 0.121 0.041
H -0.623 -1.632 4.572 0.128 0.121 -0.028
H -4.761 0.124 1.717 -0.209 -0.037 -0.092
H -4.844 0.778 3.366 0.006 0.191 -0.019
H -4.158 -0.797 3.080 -0.034 -0.529 0.202
H -3.770 2.712 1.138 -0.284 0.045 -0.429
H -2.035 3.162 1.211 -0.331 -0.028 0.082
H -3.111 3.308 2.620 0.182 -0.108 0.055
H -1.598 0.209 4.621 0.104 0.340 -0.140
H -2.359 1.780 4.655 -0.267 0.149 0.024
H -0.744 1.667 4.035 0.319 0.030 -0.096
H -1.741 -3.952 -0.360 0.091 0.118 -0.129
H -0.275 -3.081 -0.868 -0.219 -0.057 0.022
H -1.426 -3.642 -2.066 -0.138 0.090 -0.080
H -4.504 -2.499 -1.354 0.033 -0.084 -0.028
H -4.590 -0.762 -1.139 0.122 0.092 -0.071
H -4.373 -1.788 0.259 -0.111 -0.099 0.077
H -1.016 -0.798 -3.086 -0.091 0.194 -0.034
H -2.519 0.133 -2.880 -0.138 0.295 -0.115
H -2.581 -1.542 -3.366 -0.127 -0.225 -0.062
C 2.710 -2.901 -3.829 0.106 0.257 -0.428
C 2.130 -1.491 -3.755 0.522 0.078 -0.003
C 1.580 -1.175 -2.455 -0.472 0.274 0.662
N 1.106 -0.884 -1.445 0.381 -0.296 -0.444
H 3.057 -3.050 -4.852 0.015 -0.137 0.081
H 1.966 -3.650 -3.602 -0.198 -0.263 0.086
H 3.559 -3.014 -3.164 0.072 -0.027 0.141
H 1.340 -1.312 -4.480 -0.048 0.029 -0.083
H 2.913 -0.742 -3.941 -0.244 -0.047 -0.009

=====

No. 2
81
Properties=species:S:1:pos:R:3:forces:R:3 method="wB97M-V/def2-TZVPD" e_lumo_ev="-6.6 / -7.7" e_homo_ev="-12.39 / -13.44" multiplicity=3 total_charge=+2 orbital_gap_ha="0.2144 / 0.2124"
N -5.448 -5.961 -2.665 -0.133 -0.346 -0.159
C -4.547 -6.433 -1.808 0.097 0.367 0.039
C -3.459 -5.684 -1.378 0.033 0.256 -0.203
C -3.310 -4.345 -1.813 -0.559 -0.207 -0.819
C -4.321 -3.845 -2.696 0.169 -0.588 0.204
C -5.328 -4.720 -3.124 0.473 0.588 0.344
C -2.228 -3.547 -1.303 -0.787 -0.297 -0.380
Pt -0.385 -1.428 -1.055 1.289 0.836 0.927
P 0.567 3.236 2.138 2.444 0.709 -1.807
C -2.238 -2.126 -1.312 -1.538 -0.494 0.726
C -2.201 -1.462 0.052 -0.286 0.067 -2.116
C -2.674 -0.119 0.137 0.874 0.381 0.641
C -2.061 0.734 1.050 -1.093 -0.578 -0.748
C -1.053 0.216 1.862 -0.540 -1.098 1.225
C -0.930 -1.157 2.058 -0.286 -0.535 -0.213
C -1.409 -2.052 1.065 0.017 1.126 0.671
Br 1.653 1.711 0.949 -0.428 0.117 -0.028
H -1.446 -4.043 -0.742 -0.292 -0.152 0.249
H -2.779 -1.590 -2.122 0.002 -0.523 0.815
H -2.755 -6.127 -0.685 0.102 0.053 -0.035
H -4.336 -2.817 -3.058 0.159 -0.281 0.066
H -4.703 -7.446 -1.445 0.047 0.142 -0.079
H -6.079 -4.398 -3.851 0.230 -0.036 0.278
H -3.422 0.220 -0.568 -0.023 0.031 0.074
H -1.276 -3.123 1.163 -0.031 0.166 -0.053
H -2.467 1.741 1.190 0.381 -0.535 -0.293
H -0.551 -1.599 2.992 0.291 0.504 -0.822
P 0.974 0.334 -1.879 0.884 1.259 -0.787
C 0.576 2.299 3.612 -0.426 -0.794 0.582
C -0.505 1.934 4.566 -0.167 0.299 0.410
H 1.421 1.585 3.622 -0.143 0.969 0.043
H -0.442 0.845 2.478 -0.448 0.006 0.274
H -0.458 0.853 4.790 -0.031 0.491 -0.072
H -0.265 2.461 5.507 -0.317 -0.169 -0.057
H -1.535 2.188 4.264 0.496 0.056 0.096
C -0.828 3.917 1.206 -0.780 -0.353 0.116
C -1.306 5.310 1.638 -0.022 0.080 0.215
H -1.641 3.196 1.280 0.070 0.337 -0.137
H -0.505 3.931 0.149 0.148 -0.181 0.484
H -2.147 5.596 0.998 0.118 -0.102 0.175
H -1.645 5.308 2.678 -0.018 0.086 -0.157
H -0.541 6.085 1.524 -0.196 -0.206 0.025
C 1.803 4.582 1.917 0.476 0.747 0.289
C 2.673 4.973 3.109 0.365 0.377 0.518
H 1.280 5.478 1.569 -0.084 -0.340 0.053
H 2.466 4.295 1.096 -0.410 -0.294 0.076
H 3.702 5.195 2.793 -0.355 -0.144 -0.001
H 2.305 5.885 3.595 -0.038 -0.301 -0.031
H 2.732 4.193 3.866 0.060 -0.055 0.044
C 2.573 1.364 -2.190 0.000 -0.519 0.821
C 3.061 1.452 -3.630 -0.058 -0.039 -0.173
H 3.340 0.942 -1.528 0.086 0.087 -0.250
H 2.377 2.381 -1.818 -0.083 -0.451 -0.001
H 3.304 0.468 -4.047 0.033 0.259 0.041
H 2.324 1.944 -4.280 0.168 -0.196 0.148
H 3.973 2.062 -3.664 -0.177 -0.167 0.034
C -0.217 1.759 -2.014 -0.078 -0.203 -0.087
C -0.900 1.873 -3.369 -0.284 0.249 -0.174
H 0.336 2.681 -1.794 -0.001 -0.195 -0.097
H -0.949 1.637 -1.206 0.062 -0.031 -0.255
H -0.180 2.055 -4.180 -0.229 -0.116 0.238
H -1.474 0.967 -3.603 0.116 0.176 -0.032
H -1.602 2.718 -3.352 0.124 -0.228 -0.140
C 1.015 -0.803 -3.356 -0.240 0.646 0.650
C 1.870 -1.998 -2.923 -0.098 -0.539 -0.314
H 1.405 -0.273 -4.211 -0.100 -0.117 -0.469
H -0.024 -1.097 -3.542 0.065 -0.123 -0.329
H 1.564 -2.880 -3.491 0.190 0.015 0.006
H 2.939 -1.845 -3.096 -0.102 0.070 0.108
H 1.721 -2.238 -1.848 0.224 -0.009 -0.547
Br 5.580 -3.582 0.532 -0.793 0.140 0.347
C 4.002 -2.963 1.430 -0.232 0.496 -0.359
C 3.759 -3.274 2.770 0.116 -0.084 -0.430
C 2.716 -2.634 3.429 -0.145 0.703 -0.382
C 2.011 -1.650 2.728 0.588 -1.140 0.249
N 2.118 -1.494 1.418 0.334 0.693 -0.389
C 3.096 -2.110 0.757 0.457 -0.672 0.751
H 4.401 -3.990 3.267 -0.059 0.018 0.078
H 2.438 -2.825 4.458 0.375 -0.087 0.030
H 1.328 -1.006 3.262 -0.169 0.022 -0.029
H 3.169 -1.919 -0.315 0.116 -0.098 0.293